Record 1
{
  "formula": "C20H19Br2IrN5OS",
  "method": "wB97M-V/def2-TZVPD",
  "elements": ["N", "N", "C", "C", "C", "H", "H", "C", "C", "C", "H", "H", "S", "C", "H", "N", "C", "H", "H", "H", "H", "C", "C", "Br", "C", "C", "Ir", "H", "C", "C", "H", "C", "C", "C", "H", "Br", "H", "H", "H", "H", "H", "H", "O", "C", "H", "C", "C", "N", "N"],
  "positions_angstrom": [[0.81440, -0.96576, 1.61832], [0.18193, -1.04453, -2.43990], [0.12598, -1.72310, -5.13407], [1.29180, -0.91434, -3.21264], [0.26933, 4.59640, -0.83074], [2.63266, 0.66583, -2.56386], [-2.82430, -2.02573, 3.17228], [-2.57798, -0.48083, -0.30295], [-3.82626, -0.71580, 0.21816], [0.40997, 2.47043, 0.56297], [3.28342, -1.64496, 3.80008], [0.52600, 3.39777, 3.67861], [0.38204, 1.47293, -0.79291], [-1.53930, -1.33060, 1.60840], [0.10515, -1.98111, -6.18559], [0.35294, 3.84256, 0.44521], [-2.75890, -1.60498, 2.17884], [-2.46347, -0.00631, -1.26809], [0.17625, 5.65129, -0.58835], [2.86443, -0.61076, 1.59439], [-1.77948, -1.72716, -2.35660], [-0.93202, -1.56227, -3.00361], [0.47482, 3.35190, 2.59987], [-5.57947, -1.71119, 2.20022], [-0.99536, -1.90420, -4.33642], [1.20228, -2.17488, 4.09431], [0.43863, -0.71287, -0.39243], [-0.60979, 4.26906, -1.38179], [1.29028, -1.23684, -4.55222], [2.28019, -1.61169, 3.39581], [3.42898, -0.86719, -2.93438], [2.52720, -0.41870, -2.52250], [-3.93610, -1.32291, 1.47292], [2.05212, -1.03635, 2.17174], [-1.91054, -2.31864, -4.73674], [1.45609, -2.99768, 5.71801], [2.19565, -1.12434, -5.13544], [-0.91668, -2.53561, 4.04905], [0.55537, 1.27086, 2.28416], [2.95573, -1.55734, -0.91303], [1.18086, 4.43090, -1.40186], [-4.70683, -0.43458, -0.34392], [2.43270, -0.76086, -1.09710], [0.39302, 4.39252, 1.66230], [0.36100, 5.46096, 1.82884], [-0.24327, -1.49453, 2.30200], [-0.07694, -2.09986, 3.52595], [0.47884, 2.20615, 1.89894], [-1.44338, -0.82105, 0.34578]],
  "orbital_gap_ev": [6.1, 4.5],
  "homo_ev": [-20.31, -20.30],
  "multiplicity": 2,
  "charge": 4
}

***

Record 2
{
  "formula": "C34H57N11NiO4Se",
  "method": "wB97M-V/def2-TZVPD",
  "elements": ["H", "O", "N", "H", "H", "C", "C", "N", "H", "C", "H", "N", "N", "H", "H", "C", "H", "H", "H", "C", "H", "H", "H", "H", "H", "C", "H", "Ni", "C", "H", "C", "H", "O", "C", "H", "H", "C", "C", "H", "N", "N", "H", "N", "H", "N", "H", "H", "O", "H", "H", "H", "H", "C", "C", "C", "C", "C", "H", "C", "O", "C", "H", "H", "C", "C", "H", "N", "C", "H", "C", "H", "H", "H", "H", "H", "C", "C", "C", "N", "Se", "C", "H", "H", "C", "H", "H", "H", "H", "C", "H", "H", "H", "H", "C", "H", "H", "H", "H", "C", "C", "H", "H", "C", "H", "H", "C", "N", "C"],
  "positions_angstrom": [[10.33297, 12.91887, 14.77228], [11.66150, 7.38682, 10.91660], [9.35634, 12.41708, 11.94946], [11.58492, 18.15924, 13.65641], [12.00674, 8.65977, 13.64699], [9.95962, 10.18154, 15.45065], [18.45900, 9.53706, 13.32479], [9.33725, 10.40028, 16.66487], [10.50386, 14.93960, 12.58552], [8.75175, 12.91707, 13.21198], [9.98491, 7.96330, 16.90664], [9.63983, 10.87406, 14.34059], [12.18005, 14.85594, 11.33402], [18.96419, 7.53729, 12.86624], [6.42165, 9.82951, 8.38628], [16.17697, 10.19640, 13.05812], [9.71260, 9.84513, 18.63652], [11.21346, 10.36584, 17.68497], [11.48893, 16.40118, 13.71548], [14.60057, 15.42777, 9.78876], [15.11314, 16.10433, 9.09164], [7.87803, 13.30500, 10.55247], [15.42884, 17.90327, 11.18861], [10.11452, 15.13259, 10.84654], [15.25682, 14.60340, 10.16799], [7.91144, 7.68134, 12.81588], [8.10013, 10.24991, 8.01802], [9.50761, 10.40407, 12.43494], [12.10255, 9.23878, 14.54672], [9.04159, 12.15152, 9.86841], [9.38236, 12.34324, 14.50322], [10.24045, 17.30072, 12.79123], [15.16682, 12.48395, 7.26976], [12.48869, 18.48249, 11.25307], [7.42356, 10.85854, 15.81065], [7.84351, 11.80760, 17.21758], [10.76025, 14.60937, 11.57184], [12.70563, 16.02923, 11.35885], [10.79269, 12.74302, 10.53746], [14.02394, 16.24477, 10.84985], [12.24347, 17.21420, 11.93181], [17.71578, 11.52319, 13.83530], [10.91018, 9.18466, 15.39106], [9.99722, 11.63331, 18.31211], [7.96907, 8.51428, 9.20026], [8.34656, 8.64047, 13.13300], [12.25974, 10.26477, 14.19962], [14.92415, 10.80026, 5.90598], [11.71591, 7.67972, 16.61047], [7.71568, 12.55162, 13.14650], [8.66746, 6.91622, 13.06865], [10.53350, 7.11180, 15.43807], [8.62538, 7.36370, 8.61881], [7.23649, 6.37863, 10.90167], [7.42701, 9.42673, 8.18708], [10.61052, 13.08499, 11.50790], [13.81011, 11.26081, 9.19444], [7.29905, 8.87318, 7.24819], [10.75624, 7.93566, 16.12707], [11.08857, 9.41460, 11.77770], [10.12149, 10.60275, 17.90236], [8.63956, 12.52654, 15.31191], [7.99178, 5.58266, 11.03927], [7.89026, 8.78226, 10.53982], [7.93491, 10.80647, 16.75054], [16.61468, 6.90292, 12.31549], [14.71376, 11.38624, 6.95473], [15.85201, 8.89935, 12.56154], [9.25448, 7.83121, 7.80344], [8.40471, 12.35764, 10.72526], [7.41322, 10.10768, 17.41096], [11.56051, 18.96820, 11.01152], [12.98692, 8.92390, 15.08487], [13.58460, 9.05582, 6.55443], [13.05146, 18.36306, 10.33888], [14.98444, 16.99682, 11.68470], [16.84774, 7.93066, 12.58713], [11.65119, 8.63324, 10.89708], [7.81553, 7.65354, 11.33552], [14.78388, 11.50201, 13.14198], [18.15446, 8.25208, 12.88865], [9.28556, 6.86789, 9.33963], [6.84874, 6.44985, 9.88893], [12.51892, 9.31078, 9.84939], [12.98566, 11.04916, 11.07782], [14.35136, 12.17432, 9.47055], [14.54985, 17.30765, 12.62448], [6.86613, 11.11496, 9.90214], [7.40614, 11.23985, 10.84763], [12.96865, 19.15688, 11.95966], [15.80852, 16.30529, 11.96963], [19.46987, 9.81091, 13.61847], [6.96193, 7.46918, 13.30941], [17.50098, 10.51719, 13.44235], [6.67509, 11.49960, 11.62385], [14.88555, 8.75412, 12.13068], [7.84640, 6.67055, 8.30397], [13.74180, 15.00490, 9.27852], [12.69224, 8.76503, 8.57730], [13.10526, 10.55741, 10.13998], [11.39962, 12.69956, 12.18890], [12.21824, 7.79461, 8.42536], [11.30531, 17.25243, 13.09342], [8.70814, 14.01768, 13.23464], [6.40318, 6.13832, 11.57903], [13.35210, 9.44936, 7.56718], [8.10458, 9.96701, 11.14530], [13.90449, 10.67471, 7.92557]],
  "orbital_gap_ev": [6.3, 3.7],
  "homo_ev": [-6.13, -5.31],
  "multiplicity": 3
}

***

Record 3
{
  "formula": "C2H10NO",
  "method": "wB97M-V/def2-TZVPD",
  "elements": ["H", "H", "C", "H", "N", "H", "H", "H", "H", "O", "H", "C", "H", "H"],
  "positions_angstrom": [[1.92550, -1.24738, 0.98776], [0.15314, -0.86672, -0.97408], [0.94068, -0.19962, -0.70609], [2.41317, -1.76545, -0.53463], [-2.51079, 0.47494, 0.53226], [-2.03190, 0.56384, 1.44264], [-3.43991, 0.89158, 0.73352], [-2.56607, -0.50506, 0.26523], [-1.87479, 0.90171, -0.14734], [0.21914, 0.77793, 0.23645], [0.38338, 1.66363, -0.10361], [2.12160, -0.84980, -0.02197], [1.24281, 0.40954, -1.57574], [3.02404, -0.24913, -0.13441]],
  "orbital_gap_ev": 10.9,
  "homo_ev": -14.94,
  "charge": 1,
  "relative_energy_kcal_mol": 23.9
}

***

Record 4
{
  "formula": "C45H36BrCl2LaN3O4P2S3",
  "method": "wB97M-V/def2-TZVPD",
  "elements": ["H", "H", "C", "H", "N", "S", "La", "O", "C", "C", "H", "H", "Cl", "H", "C", "C", "C", "C", "H", "C", "O", "H", "C", "H", "C", "H", "C", "C", "H", "C", "C", "H", "H", "C", "C", "H", "C", "C", "C", "C", "H", "C", "H", "H", "C", "H", "C", "C", "H", "H", "C", "H", "C", "O", "H", "H", "P", "H", "C", "S", "C", "Br", "C", "H", "C", "H", "C", "H", "H", "C", "S", "N", "C", "H", "H", "C", "C", "P", "H", "H", "C", "C", "N", "H", "C", "Cl", "H", "C", "C", "O", "C", "C", "H", "C", "C", "H", "C"],
  "positions_angstrom": [[-4.59168, -1.08493, 5.80260], [-3.77209, 0.90728, 3.41844], [0.17949, -1.74493, 3.06834], [-4.00115, 5.01608, -0.15910], [-2.01049, -0.01891, 2.78957], [-5.26021, 1.17267, 5.93606], [-0.31723, -0.36957, -0.95487], [-1.18157, 1.74922, -1.62623], [-2.96029, 3.42841, 0.82185], [-3.45412, -3.21410, 1.93150], [-5.15364, -4.50266, 1.76222], [-2.08891, 4.04308, 1.01485], [-3.22269, -0.42014, -2.34601], [3.93208, -2.50668, -2.80791], [0.57274, -0.93538, 4.12735], [-1.20710, 4.00543, 4.97619], [5.57982, -3.97650, -1.35514], [-4.03989, 3.98129, 0.15405], [0.57262, 4.65834, 5.98186], [2.51837, -2.30699, 4.47901], [-2.50067, 3.09731, -2.85009], [-4.14252, 2.19309, 7.82191], [-3.12174, -4.29934, 4.46338], [1.16587, 1.95155, 2.72021], [-3.19689, 0.01393, 3.65631], [-1.97534, -5.81086, -6.21056], [-5.17596, 1.87023, 0.23715], [-1.21447, -3.14691, -1.62480], [2.04586, -0.56585, 5.63935], [3.02327, -1.25911, -1.33139], [-4.34127, -4.17421, 2.39824], [3.79410, -1.35438, 1.97558], [-0.01816, -0.07096, 4.39696], [-2.77971, -5.34122, -4.27237], [-2.40695, 0.79129, -3.40427], [0.45729, -3.30357, -3.71403], [-1.72627, 3.22212, 3.95967], [4.71582, -2.94570, -0.86973], [0.97707, -2.82898, 2.71184], [-2.39867, -2.78417, 2.72839], [-2.29058, 0.90381, 5.39335], [-4.09247, 1.31522, 0.89898], [-4.11881, 0.26568, 1.17035], [-3.40471, 2.70102, 6.28883], [2.13366, -3.11485, 3.41572], [-5.99198, 3.63773, -0.66530], [-2.83881, -0.00797, 5.13878], [-2.58389, -4.65929, -3.08332], [2.08553, 3.34567, 4.52812], [-3.84621, -0.83746, 3.43125], [1.01446, 3.30974, 4.37463], [-3.08773, 1.03118, -4.21036], [-5.15323, 3.20580, -0.13514], [-2.17231, -2.92039, -0.86669], [-3.56895, -2.81363, 0.93070], [-1.87123, 4.58882, 5.60264], [-1.34004, -1.44611, 2.09047], [-2.15303, -0.83817, 5.31881], [-2.23524, -3.34222, 3.99571], [2.07119, -0.41309, -2.55344], [0.49699, 2.52597, 3.35116], [0.63564, -4.46282, -6.44196], [-2.97926, 2.09092, 1.20848], [-6.03385, 1.25252, 0.00341], [-0.44556, -3.87688, -3.88298], [0.71123, -3.44944, 1.86087], [4.67934, -2.61878, 0.49348], [-4.87076, -5.46670, 4.02652], [-1.39989, -3.04450, 4.61684], [3.82310, -1.61486, 0.92692], [1.88641, 0.26435, 0.73429], [6.27377, -4.80107, -1.75811], [0.16638, 4.04531, 5.18682], [-3.68350, -5.91615, -4.42968], [-3.73374, -0.25711, 7.08989], [1.74000, -1.21362, 4.82636], [-4.04780, -0.16926, 6.04726], [-1.47955, 1.32386, 1.87226], [-4.96168, 3.36409, 6.78117], [-2.98097, -4.72697, 5.44830], [3.90072, -2.25730, -1.75623], [-4.34556, 2.46608, 6.78553], [6.08090, -3.88194, 2.25330], [-2.79724, 3.19653, 3.78791], [-1.82407, -5.28843, -5.27574], [-0.94226, 0.02319, -4.09665], [3.43320, -2.51984, 5.01770], [-2.00180, 2.02858, -2.55534], [-1.41682, -3.93254, -2.88886], [-0.05500, -2.65171, -1.43329], [-0.87825, 2.47175, 3.14361], [-0.66860, -4.55274, -5.06930], [2.75121, -3.95370, 3.11982], [2.97393, -0.93910, 0.05102], [5.46655, -3.31116, 1.46451], [-3.32620, -4.67390, -2.29694], [-4.18074, -4.71430, 3.66537]],
  "orbital_gap_ev": 6.7,
  "homo_ev": -4.80,
  "charge": -1,
  "relative_energy_kcal_mol": 0.0
}